{"formula": "ClH3O3SSi", "method": "the ωB97M-V functional and the def2-TZVPD basis", "homo_lumo_gap_ev": 10.534, "e_above_lowest_ev": 0.8080, "charge": 0, "symbols": ["Cl", "S", "Si", "O", "O", "O", "H", "H", "H"], "xyz": [[-1.013, 0.425, -1.128], [0.745, 2.090, -0.449], [-0.692, -1.251, -0.016], [0.804, 1.678, 0.922], [1.809, 1.618, -1.225], [0.200, -0.816, 1.266], [0.438, 0.017, 1.633], [-0.283, -2.061, -1.249], [-2.008, -1.701, 0.245]], "atomic_forces_ev_per_a": [[-1.41, 0.62, -1.13], [-0.40, 1.61, 1.41], [0.97, -0.12, -0.67], [-0.25, 0.47, 0.87], [1.81, -0.64, -1.82], [-0.67, -2.73, -0.83], [0.28, 1.24, -0.02], [0.61, -0.01, 1.41], [-0.94, -0.45, 0.78]]}